(1)
# C21H26N2O3

The molecule C21H26N2O3 (ωB97M-V/def2-TZVPD, the Open Molecules 2025 dataset).

- energy relative to the best compared isomer or geometry (same formula, charge and spin) (kJ/mol) = 223.0
- structure (SMILES) = COc1ccc(CCNC(=O)c2ccc(CN3CCOCC3)cc2)cc1
- frontier orbital gap (eV) = 9.25
- E_tot (eV) = -31321.7703

Structure (ORCA input):
```
! wB97M-V def2-TZVPD RIJCOSX def2/J DEFGRID3
* xyz 0 1
O -1.246 4.075 -0.712
O 5.762 -2.022 -1.397
O -3.859 -3.546 0.333
N -2.301 2.362 0.312
N 4.231 -0.439 0.391
C 4.467 -0.013 -0.978
C 0.265 0.993 0.355
C -2.995 -1.684 -0.787
C 4.677 -1.248 -1.853
C -1.194 3.018 -0.113
C 3.922 0.682 1.261
C 0.100 2.372 0.257
C -4.142 0.436 -0.844
C -5.106 -1.444 0.332
C 1.200 3.198 0.466
C 2.432 2.663 0.791
C -4.870 -4.169 1.086
C -3.633 2.757 -0.074
C 2.593 1.289 0.904
C -4.171 1.888 -1.225
C -4.020 -2.238 -0.017
C -3.061 -0.369 -1.192
C 5.557 -2.417 -0.062
C 1.499 0.462 0.676
C 5.370 -1.209 0.857
C -5.155 -0.122 -0.079
H -5.826 -4.171 0.553
H -2.265 0.043 -1.797
H -5.190 2.205 -1.451
H 4.710 1.456 1.232
H 4.665 -3.058 0.005
H 3.276 3.318 0.953
H -4.538 -5.195 1.233
H -6.006 0.482 0.201
H -5.919 -1.840 0.920
H 3.870 0.298 2.286
H 6.296 -0.607 0.857
H -2.204 1.462 0.753
H -3.575 3.800 -0.391
H 6.440 -2.990 0.228
H -0.559 0.321 0.157
H 5.358 0.636 -1.048
H -4.999 -3.688 2.062
H 1.634 -0.607 0.740
H -3.550 2.056 -2.106
H 5.175 -1.554 1.875
H -4.292 2.674 0.796
H -2.160 -2.312 -1.056
H 4.914 -0.961 -2.878
H 3.597 0.545 -1.331
H 1.068 4.265 0.363
H 3.757 -1.853 -1.844
*
```

Here is what natural (NBO) gives for the atomic charges, in e: atom 1 (O): -0.6257, atom 2 (O): -0.5219, atom 3 (O): -0.4919, atom 4 (N): -0.6120, atom 5 (N): -0.4374, atom 6 (C): -0.2602, atom 7 (C): -0.1469, atom 8 (C): -0.2549, atom 9 (C): -0.0720, atom 10 (C): 0.6576, atom 11 (C): -0.2353, atom 12 (C): -0.1578, atom 13 (C): -0.0573, atom 14 (C): -0.2605, atom 15 (C): -0.1521, atom 16 (C): -0.2160, atom 17 (C): -0.2519, atom 18 (C): -0.2147, atom 19 (C): -0.0172, atom 20 (C): -0.4258, atom 21 (C): 0.2849, atom 22 (C): -0.2005, atom 23 (C): -0.0715, atom 24 (C): -0.2226, atom 25 (C): -0.2470, atom 26 (C): -0.2016, atom 27 (H): 0.1761, atom 28 (H): 0.2162, atom 29 (H): 0.2159, atom 30 (H): 0.1729, atom 31 (H): 0.1644, atom 32 (H): 0.2129, atom 33 (H): 0.2014, atom 34 (H): 0.2086, atom 35 (H): 0.2124, atom 36 (H): 0.2110, atom 37 (H): 0.1672, atom 38 (H): 0.4014, atom 39 (H): 0.2378, atom 40 (H): 0.1937, atom 41 (H): 0.2033, atom 42 (H): 0.1683, atom 43 (H): 0.1749, atom 44 (H): 0.2255, atom 45 (H): 0.2177, atom 46 (H): 0.2031, atom 47 (H): 0.1923, atom 48 (H): 0.2252, atom 49 (H): 0.1949, atom 50 (H): 0.2167, atom 51 (H): 0.2341, atom 52 (H): 0.1647

***

(2)
# C21H26N2O4

The molecule C21H26N2O4 (ωB97M-V/def2-TZVPD, the Open Molecules 2025 dataset).

- energy relative to the best compared isomer or geometry (same formula, charge and spin) (kJ/mol) = 203.6
- structure (SMILES) = COCCOC(=O)C1=C(C)NC2=C(C(=O)CC(C)(C)C2)[C@H]1c1cccnc1
- frontier orbital gap (eV) = 8.55
- E_tot (eV) = -33369.7098

Structure (ORCA input):
```
! wB97M-V def2-TZVPD RIJCOSX def2/J DEFGRID3
* xyz 0 1
O -2.542 0.633 -1.108
O 3.619 -1.158 -1.224
O 2.262 3.038 -3.307
O 2.168 0.267 -2.174
N 0.609 3.379 -0.019
N 0.181 -2.627 0.913
C 2.085 4.382 -2.927
C 3.215 0.892 -2.900
C 2.472 -3.188 0.462
C 1.310 -1.180 -0.581
C 0.081 -0.293 -0.688
C -4.603 -2.416 2.066
C -1.143 -0.956 -0.097
C 0.352 1.004 0.042
C -3.359 -1.674 1.575
C 0.885 3.368 1.274
C -2.966 -0.611 2.603
C 0.642 1.008 1.400
C -2.211 -2.674 1.378
C 2.488 -0.728 -1.330
C -1.039 -2.038 0.701
C -3.644 -1.016 0.224
C 1.321 -2.265 0.224
C 3.262 2.382 -2.571
C -2.430 -0.341 -0.390
C 0.908 2.210 2.034
C 0.340 2.230 -0.615
H -4.440 -0.275 0.310
H 0.667 0.078 1.955
H -2.091 -0.055 2.275
H -0.120 -0.051 -1.736
H 4.254 2.783 -2.834
H -3.979 -1.775 -0.490
H -4.912 -3.175 1.350
H 0.222 -3.464 1.476
H 3.104 2.525 -1.492
H 3.001 0.768 -3.965
H 1.099 4.334 1.716
H 4.163 0.408 -2.643
H -2.748 -1.071 3.565
H -1.902 -3.085 2.343
H 1.315 4.786 -3.582
H 3.013 4.954 -3.058
H 3.338 -2.867 -0.105
H -3.781 0.095 2.741
H 0.116 2.286 -1.671
H 1.756 4.458 -1.884
H 2.203 -4.203 0.169
H 2.727 -3.194 1.522
H -5.428 -1.722 2.203
H 1.135 2.246 3.089
H -4.407 -2.904 3.019
H -2.565 -3.509 0.762
*
```

Here is what natural (NBO) gives for the atomic charges, in e: atom 1 (O): -0.5567, atom 2 (O): -0.6298, atom 3 (O): -0.5446, atom 4 (O): -0.5109, atom 5 (N): -0.4337, atom 6 (N): -0.5872, atom 7 (C): -0.2609, atom 8 (C): -0.1027, atom 9 (C): -0.6742, atom 10 (C): -0.1563, atom 11 (C): -0.2823, atom 12 (C): -0.5980, atom 13 (C): -0.2096, atom 14 (C): -0.0401, atom 15 (C): -0.0268, atom 16 (C): 0.0260, atom 17 (C): -0.6173, atom 18 (C): -0.1777, atom 19 (C): -0.4429, atom 20 (C): 0.7812, atom 21 (C): 0.2859, atom 22 (C): -0.4965, atom 23 (C): 0.2714, atom 24 (C): -0.0823, atom 25 (C): 0.5716, atom 26 (C): -0.2594, atom 27 (C): 0.0565, atom 28 (H): 0.2341, atom 29 (H): 0.2108, atom 30 (H): 0.2206, atom 31 (H): 0.2534, atom 32 (H): 0.1686, atom 33 (H): 0.2263, atom 34 (H): 0.2071, atom 35 (H): 0.4038, atom 36 (H): 0.1800, atom 37 (H): 0.2011, atom 38 (H): 0.1895, atom 39 (H): 0.2183, atom 40 (H): 0.2062, atom 41 (H): 0.2135, atom 42 (H): 0.1922, atom 43 (H): 0.1573, atom 44 (H): 0.2833, atom 45 (H): 0.2170, atom 46 (H): 0.2094, atom 47 (H): 0.1985, atom 48 (H): 0.2185, atom 49 (H): 0.2212, atom 50 (H): 0.2153, atom 51 (H): 0.2160, atom 52 (H): 0.2075, atom 53 (H): 0.2280

***

(3)
# C21H26N2O5S

The molecule C21H26N2O5S (ωB97M-V/def2-TZVPD, the Open Molecules 2025 dataset).

- energy relative to the best compared isomer or geometry (same formula, charge and spin) (kJ/mol) = 189.5
- structure (SMILES) = CN(C(=O)COC(=O)CNS(=O)(=O)c1ccc2ccccc2c1)C1CCCCC1
- frontier orbital gap (eV) = 8.83
- E_tot (eV) = -46252.5911

Structure (ORCA input):
```
! wB97M-V def2-TZVPD RIJCOSX def2/J DEFGRID3
* xyz 0 1
S 1.561 -0.076 -0.909
O -4.743 1.547 1.077
O 1.473 -0.972 -2.021
O 0.521 -0.180 0.085
O -1.714 1.643 -0.406
O 0.081 2.606 0.537
N -3.759 -0.325 0.282
N 1.578 1.506 -1.535
C -3.743 0.937 0.737
C 4.194 -0.778 -0.784
C 0.209 1.931 -1.759
C -5.781 -1.216 1.412
C -5.041 -1.011 0.088
C -2.383 1.632 0.856
C -7.059 -2.014 1.174
C 6.926 -0.228 1.681
C 5.472 -0.811 -0.186
C -2.595 -1.103 -0.076
C -5.938 -0.279 -0.911
C -0.476 2.103 -0.405
C 3.163 -0.163 -0.139
C 6.574 -1.434 -0.807
C 3.320 0.448 1.111
C 7.976 -0.840 1.053
C -7.955 -1.296 0.170
C 7.799 -1.447 -0.200
C -7.214 -1.081 -1.146
C 5.649 -0.195 1.084
C 4.548 0.430 1.712
H -4.799 -1.995 -0.328
H -2.646 -2.072 0.426
H -6.806 -3.006 0.791
H -8.862 -1.879 -0.003
H 4.018 -1.238 -1.744
H -2.566 2.661 1.184
H 2.460 0.910 1.570
H -0.295 1.164 -2.347
H -7.856 -0.550 -1.852
H -8.248 -0.327 0.580
H -5.131 -1.741 2.116
H -6.964 -2.050 -1.585
H 2.004 2.118 -0.847
H -5.398 -0.139 -1.851
H 8.950 -0.860 1.518
H -6.026 -0.241 1.833
H -1.744 1.139 1.598
H 4.694 0.893 2.676
H -6.188 0.703 -0.510
H 8.640 -1.925 -0.679
H 0.209 2.880 -2.302
H -1.663 -0.627 0.207
H 6.429 -1.900 -1.771
H 7.060 0.240 2.646
H -2.571 -1.273 -1.155
H -7.589 -2.146 2.119
*
```

Here is what natural (NBO) gives for the atomic charges, in e: atom 1 (S): 2.2914, atom 2 (O): -0.6355, atom 3 (O): -0.9295, atom 4 (O): -0.9607, atom 5 (O): -0.4973, atom 6 (O): -0.6188, atom 7 (N): -0.4274, atom 8 (N): -0.8147, atom 9 (C): 0.6626, atom 10 (C): -0.0724, atom 11 (C): -0.3442, atom 12 (C): -0.4178, atom 13 (C): -0.0246, atom 14 (C): -0.1695, atom 15 (C): -0.3937, atom 16 (C): -0.2115, atom 17 (C): -0.1178, atom 18 (C): -0.4128, atom 19 (C): -0.4188, atom 20 (C): 0.8072, atom 21 (C): -0.3759, atom 22 (C): -0.1625, atom 23 (C): -0.2097, atom 24 (C): -0.1927, atom 25 (C): -0.3968, atom 26 (C): -0.2096, atom 27 (C): -0.3932, atom 28 (C): 0.0400, atom 29 (C): -0.1854, atom 30 (H): 0.1966, atom 31 (H): 0.1950, atom 32 (H): 0.1880, atom 33 (H): 0.2049, atom 34 (H): 0.2361, atom 35 (H): 0.2234, atom 36 (H): 0.2482, atom 37 (H): 0.2367, atom 38 (H): 0.2094, atom 39 (H): 0.1984, atom 40 (H): 0.2036, atom 41 (H): 0.1881, atom 42 (H): 0.4005, atom 43 (H): 0.2045, atom 44 (H): 0.2185, atom 45 (H): 0.2331, atom 46 (H): 0.2130, atom 47 (H): 0.2180, atom 48 (H): 0.2327, atom 49 (H): 0.2190, atom 50 (H): 0.2400, atom 51 (H): 0.2481, atom 52 (H): 0.2163, atom 53 (H): 0.2146, atom 54 (H): 0.1956, atom 55 (H): 0.2094

***

(4)
# C21H26N2O5S

The molecule C21H26N2O5S (ωB97M-V/def2-TZVPD, the Open Molecules 2025 dataset).

- energy relative to the best compared isomer or geometry (same formula, charge and spin) (kJ/mol) = 257.6
- structure (SMILES) = CC[C@H](Oc1ccccc1)C(=O)Nc1ccc(S(=O)(=O)NC[C@H]2CCCO2)cc1
- frontier orbital gap (eV) = 9.48
- E_tot (eV) = -46251.8860

Structure (ORCA input):
```
! wB97M-V def2-TZVPD RIJCOSX def2/J DEFGRID3
* xyz 0 1
S 3.894 -1.488 -0.503
O 5.242 3.000 1.144
O -2.651 -2.352 1.572
O 4.292 -2.838 -0.245
O 4.349 -0.830 -1.692
O -4.353 0.049 -0.394
N 4.436 -0.587 0.786
N -2.004 -0.930 -0.101
C -0.626 -1.101 -0.174
C -4.350 -1.082 0.457
C -6.592 -2.044 -0.291
C 4.221 0.836 0.740
C 6.580 2.263 -0.697
C -5.019 2.166 -1.087
C 5.793 3.437 -0.094
C -5.802 3.298 -0.999
C 6.700 1.288 0.475
C 0.055 -2.038 0.604
C -6.773 3.399 -0.016
C 0.081 -0.303 -1.077
C 1.427 -2.161 0.480
C -6.951 2.354 0.870
C 1.451 -0.434 -1.194
C 2.113 -1.361 -0.413
C -5.089 -2.268 -0.187
C -6.173 1.210 0.789
C 5.442 1.610 1.282
C -5.196 1.110 -0.193
C -2.901 -1.528 0.722
H 3.322 1.146 1.289
H 1.975 -2.889 1.057
H -7.058 -2.892 -0.787
H -4.671 -2.423 -1.184
H -4.260 2.074 -1.850
H -2.404 -0.243 -0.731
H -5.652 4.105 -1.700
H -6.811 -1.148 -0.868
H 2.017 0.161 -1.893
H -4.883 -3.154 0.415
H -4.791 -0.858 1.434
H -0.495 -2.656 1.294
H 5.555 1.401 2.351
H 4.986 3.772 -0.755
H -6.350 0.412 1.492
H 7.550 2.580 -1.074
H -7.386 4.284 0.056
H 4.302 -1.034 1.676
H 7.588 1.502 1.070
H -7.037 -1.941 0.696
H -0.450 0.415 -1.685
H 6.438 4.295 0.125
H 4.091 1.084 -0.314
H 6.711 0.248 0.158
H -7.707 2.418 1.639
H 6.026 1.799 -1.511
*
```

Here is what natural (NBO) gives for the atomic charges, in e: atom 1 (S): 2.3271, atom 2 (O): -0.5267, atom 3 (O): -0.6038, atom 4 (O): -0.9325, atom 5 (O): -0.9444, atom 6 (O): -0.5264, atom 7 (N): -0.8674, atom 8 (N): -0.6081, atom 9 (C): 0.1642, atom 10 (C): 0.0145, atom 11 (C): -0.6084, atom 12 (C): -0.2655, atom 13 (C): -0.4435, atom 14 (C): -0.2621, atom 15 (C): -0.0736, atom 16 (C): -0.1840, atom 17 (C): -0.4350, atom 18 (C): -0.1936, atom 19 (C): -0.2405, atom 20 (C): -0.2345, atom 21 (C): -0.1884, atom 22 (C): -0.1978, atom 23 (C): -0.1791, atom 24 (C): -0.3627, atom 25 (C): -0.4099, atom 26 (C): -0.2615, atom 27 (C): 0.1002, atom 28 (C): 0.3010, atom 29 (C): 0.6801, atom 30 (H): 0.1969, atom 31 (H): 0.2376, atom 32 (H): 0.2187, atom 33 (H): 0.2081, atom 34 (H): 0.2185, atom 35 (H): 0.4249, atom 36 (H): 0.2170, atom 37 (H): 0.2117, atom 38 (H): 0.2437, atom 39 (H): 0.2286, atom 40 (H): 0.2056, atom 41 (H): 0.2531, atom 42 (H): 0.1830, atom 43 (H): 0.1731, atom 44 (H): 0.2109, atom 45 (H): 0.2201, atom 46 (H): 0.2165, atom 47 (H): 0.4045, atom 48 (H): 0.2098, atom 49 (H): 0.2020, atom 50 (H): 0.2130, atom 51 (H): 0.1782, atom 52 (H): 0.2194, atom 53 (H): 0.2369, atom 54 (H): 0.2160, atom 55 (H): 0.2147